9 unconnected molecules or ions with the total composition C44H113N7O15 in a non-equilibrium geometry. Source: OMol25; level of theory: ωB97M-V/def2-TZVPD.

CARTESIAN COORDINATES (ANGSTROEM)
C  3.1885  1.2433  1.7623
O  2.8481  2.5060  2.3130
C  1.4606  2.8212  2.0575
C  1.1801  4.2535  2.2921
N  1.4912  4.8138  3.6309
C  1.0031  4.1805  4.8252
C  -0.5364  4.1732  4.8901
O  -0.7655  3.5230  6.1607
C  -2.0565  2.9037  6.2223
H  4.2580  1.0690  2.0160
H  3.0472  1.1731  0.7112
H  2.6183  0.4482  2.1865
H  0.9182  2.2510  2.7880
H  1.2653  2.5603  0.9981
H  0.1161  4.2813  2.0731
H  1.7163  4.8421  1.5408
H  2.4702  5.0655  3.7337
H  1.2249  4.7092  5.7813
H  1.3084  3.0893  5.0688
H  -0.9057  3.5151  4.1075
H  -0.9735  5.1811  4.8939
H  -2.8579  3.5560  5.9135
H  -2.2440  2.4641  7.1856
H  -2.0776  2.0652  5.5579
C  3.1814  0.2075  5.4938
O  2.0595  -0.4094  4.8426
C  0.8014  0.1351  5.1121
C  -0.2596  -0.9835  5.1836
N  -0.3373  -1.7569  3.9623
C  -0.9428  -3.0749  4.2590
C  -0.9647  -3.9189  2.9599
O  0.4368  -3.9807  2.5833
C  0.6133  -4.8004  1.4059
H  3.8781  -0.5956  5.6131
H  2.9519  0.4761  6.5024
H  3.6146  1.0238  4.9077
H  0.5295  0.7423  4.2891
H  0.7903  0.7210  6.0732
H  -1.1861  -0.4457  5.4796
H  0.0303  -1.6438  6.0656
H  0.6209  -1.8901  3.6219
H  -1.9509  -2.9304  4.6449
H  -0.3809  -3.5253  5.0593
H  -1.4240  -3.3839  2.1232
H  -1.3305  -4.9453  3.0453
H  -0.1165  -4.6602  0.6341
H  0.3812  -5.8457  1.7382
H  1.6527  -4.6286  1.0191
C  3.2983  -2.5882  2.5561
O  4.6244  -2.9553  2.2035
C  5.3129  -1.9762  1.3955
C  4.6015  -1.7881  0.0140
N  4.5522  -3.1160  -0.6619
C  3.5052  -3.1362  -1.6971
C  3.3990  -4.4889  -2.3332
O  3.0265  -5.3293  -1.1735
C  3.1158  -6.6945  -1.3793
H  2.7070  -2.3612  1.7035
H  3.2799  -1.7930  3.2727
H  2.8936  -3.4527  2.9677
H  6.3499  -2.2129  1.2540
H  5.2837  -1.0070  1.9331
H  5.0701  -1.0299  -0.6344
H  3.5330  -1.4148  0.2096
H  4.4009  -3.8611  0.0389
H  3.8694  -2.3810  -2.3984
H  2.4972  -2.8089  -1.3558
H  4.3974  -4.7678  -2.6660
H  2.6101  -4.5019  -3.1457
H  2.2153  -6.9554  -2.0011
H  3.0616  -7.1661  -0.4541
H  3.9704  -7.0807  -1.9705
C  2.8406  1.2083  -7.8507
O  4.2397  1.3225  -8.0267
C  4.6944  2.6590  -7.9428
C  4.0764  3.5678  -6.8916
N  4.1187  3.0014  -5.5851
C  3.3192  3.7773  -4.6397
C  3.1651  3.2070  -3.2336
O  2.5042  1.9499  -3.3698
C  1.9557  1.4688  -2.1788
H  2.5962  0.1538  -7.9326
H  2.3592  1.7022  -8.6682
H  2.5105  1.5793  -6.8693
H  4.5437  3.1869  -8.9274
H  5.7540  2.5408  -7.7536
H  3.0154  3.9285  -7.2365
H  4.5969  4.4930  -6.8453
H  3.8534  2.0439  -5.6097
H  2.3210  3.9980  -5.0176
H  3.7780  4.7236  -4.6152
H  2.5628  3.8747  -2.6259
H  4.1706  3.1637  -2.8496
H  1.5732  0.4589  -2.4211
H  1.1503  2.0803  -1.7867
H  2.6995  1.3618  -1.4403
C  -1.9511  8.3834  -1.0974
O  -2.6659  7.3700  -0.3968
C  -2.1960  7.4305  0.9482
C  -2.8576  6.2800  1.7456
N  -2.4231  4.9939  1.1974
C  -3.0713  3.9312  1.9819
C  -2.7000  2.5382  1.5501
O  -3.4257  1.6569  2.4702
C  -2.7608  0.3778  2.7028
H  -2.3726  8.5422  -2.0792
H  -0.8327  8.1341  -1.2377
H  -2.0705  9.2963  -0.5114
H  -2.3931  8.3904  1.4240
H  -1.1542  7.2496  1.0429
H  -3.9258  6.4471  1.7478
H  -2.5692  6.4775  2.7448
H  -2.7740  4.8935  0.2752
H  -4.1446  4.1600  2.0807
H  -2.7641  4.0490  3.0168
H  -1.6043  2.3954  1.7121
H  -2.8988  2.2501  0.5020
H  -2.6300  -0.1246  1.7380
H  -3.2958  -0.1447  3.4924
H  -1.7594  0.5767  3.0637
C  -3.2383  0.6441  -2.2108
O  -3.8178  -0.1089  -1.1906
C  -5.2237  0.0464  -1.1230
C  -5.5822  -0.7260  0.1544
N  -5.3551  -2.1470  0.0526
C  -5.3119  -2.8213  1.3674
C  -5.0585  -4.3002  1.3726
O  -3.6788  -4.5933  1.1183
C  -3.4232  -5.9580  1.3959
H  -3.3308  1.7788  -2.0439
H  -3.7061  0.4021  -3.1421
H  -2.1569  0.4700  -2.2482
H  -5.6306  -0.4262  -1.9607
H  -5.4742  1.1188  -1.1824
H  -6.6819  -0.5910  0.2346
H  -5.0470  -0.3183  1.0312
H  -4.5072  -2.2995  -0.5110
H  -6.2864  -2.6891  1.8642
H  -4.5464  -2.3506  2.0048
H  -5.5639  -4.8513  0.5956
H  -5.3750  -4.7111  2.3226
H  -3.5107  -6.0788  2.4634
H  -2.4267  -6.3050  1.0976
H  -4.0622  -6.6147  0.8762
C  -1.9291  -5.0713  -1.4218
C  -0.9612  -4.8601  -2.5700
C  -0.9362  -6.0515  -3.5493
O  -2.0613  -5.9640  -4.4125
C  -2.0344  -6.8009  -5.4930
N  -1.2149  -3.5499  -3.1864
H  -1.5975  -5.9989  -0.9259
H  -2.9816  -5.2098  -1.8444
H  -1.9864  -4.2040  -0.7831
H  0.0963  -4.8674  -2.1096
H  -0.9078  -7.0158  -2.9838
H  -0.0106  -6.0020  -4.1147
H  -2.8109  -6.5002  -6.1832
H  -2.0459  -7.8726  -5.3282
H  -1.1045  -6.5688  -6.0288
H  -0.4452  -3.2412  -3.7756
H  -2.0055  -3.7199  -3.8368
C  -0.1608  4.4504  -3.3594
C  -1.0788  4.6484  -2.2008
O  -0.6987  3.8778  -1.0930
H  -0.5005  5.1109  -4.2143
H  -0.1722  3.4211  -3.6930
H  0.8896  4.7306  -3.1522
H  -2.1119  4.4339  -2.5129
H  -1.0075  5.6956  -1.9617
H  -0.8021  4.4362  -0.3138
C  0.2876  -0.6367  0.4446
C  -0.0648  -1.9332  -0.2766
O  0.0820  -1.7375  -1.6678
H  -0.2851  0.1676  0.0638
H  1.3713  -0.3561  0.0911
H  0.1720  -0.7545  1.5167
H  -1.1093  -2.2730  -0.0703
H  0.6186  -2.7465  -0.0254
H  -0.5772  -2.3211  -2.1703

As for the structure (SMILES): COC[C@H](C)N.COCCNCCOC.COCCNCCOC.COCCNCCOC.COCCNCCOC.COCCNCCOC.COCCNCCOC.CCO.CCO. The electronic energy is -88592.7101 eV. As for the molecular weight: 980.4 u. The calculation puts the energy above the lowest of the compared OMol25 structures with the same formula, charge and spin at 333.98 kJ/mol.

---

14 unconnected molecules or ions with the total composition C44H114N8O40P6 in a non-equilibrium geometry. Source: OMol25; level of theory: ωB97M-V/def2-TZVPD.

CARTESIAN COORDINATES (ANGSTROEM)
C  -0.9541  -1.6415  3.3430
C  -0.9802  -1.7897  1.7974
O  -0.6504  -0.5411  1.2315
P  -0.2594  -0.5961  -0.3205
O  0.4463  -1.8574  -0.7164
O  0.5369  0.7895  -0.5984
C  1.9548  0.7740  -0.5332
C  2.5676  0.8156  -1.8928
O  -1.6787  -0.4389  -1.1034
C  -1.7679  -0.6118  -2.5200
C  -2.7005  0.5050  -3.1785
H  -1.7018  -0.8837  3.5789
H  -1.0794  -2.6033  3.8396
H  0.0398  -1.2383  3.5382
H  -0.2034  -2.5281  1.5980
H  -1.9316  -2.1529  1.4082
H  2.2760  1.6507  0.0296
H  2.3684  -0.0661  0.0252
H  2.2999  1.6839  -2.4946
H  3.6577  0.8099  -1.8716
H  2.4255  -0.1446  -2.3900
H  -0.8306  -0.6289  -3.0762
H  -2.2495  -1.5879  -2.5771
H  -2.4717  1.5565  -3.0024
H  -2.8033  0.4218  -4.2603
H  -3.6367  0.4297  -2.6251
C  -1.5391  -5.7411  -0.5883
C  -2.2998  -4.4843  -1.0810
O  -3.2138  -4.9716  -2.0416
P  -4.4691  -4.1296  -2.6490
O  -5.7876  -4.8199  -2.6250
O  -4.4484  -2.7280  -1.8682
C  -5.6353  -1.8890  -1.9932
C  -5.5552  -1.1374  -0.6683
O  -3.9675  -3.7707  -4.1647
C  -3.6915  -4.8108  -5.0962
C  -2.2371  -4.6123  -5.4356
H  -1.2769  -6.4186  -1.4006
H  -0.6462  -5.3467  -0.1026
H  -2.1308  -6.3034  0.1340
H  -2.7950  -4.0113  -0.2328
H  -1.6495  -3.7279  -1.5209
H  -5.6891  -1.2004  -2.8363
H  -6.4831  -2.5739  -1.9905
H  -5.5339  -1.8421  0.1622
H  -4.6659  -0.5115  -0.7520
H  -6.2266  -0.2872  -0.5446
H  -3.8556  -5.8169  -4.7102
H  -4.3697  -4.6636  -5.9369
H  -1.8929  -3.6319  -5.7635
H  -1.7700  -4.8646  -4.4835
H  -1.8668  -5.3934  -6.1000
C  5.9374  1.9471  5.0333
C  4.5498  1.5147  4.7144
O  4.4414  1.5226  3.2773
P  3.7303  2.7830  2.5461
O  4.1686  3.0354  1.1407
O  2.2006  2.4297  2.6709
C  1.2387  3.4328  2.5925
C  0.0871  2.8259  1.7569
O  3.9605  4.0646  3.5501
C  4.8795  5.0879  3.1491
C  4.2424  6.1526  2.2938
H  6.1165  1.9736  6.1082
H  6.6356  1.2280  4.6049
H  6.0939  2.9239  4.5753
H  4.6082  0.4779  5.0464
H  3.8245  2.0255  5.3477
H  0.9584  3.6094  3.6310
H  1.5823  4.3444  2.1034
H  -0.8487  3.3131  2.0313
H  0.2694  3.0339  0.7026
H  0.0089  1.7526  1.9285
H  5.2826  5.6336  4.0025
H  5.7443  4.7334  2.5880
H  3.1830  6.2654  2.5249
H  4.7677  7.1073  2.2912
H  4.2348  5.7415  1.2839
C  1.2467  -7.7836  1.6796
C  2.2954  -6.8724  0.9940
O  2.4335  -5.6774  1.7425
P  3.8905  -4.9943  2.0370
O  4.9737  -5.9626  2.3009
O  4.2065  -4.0222  0.7646
C  5.4446  -3.2636  0.7310
C  5.0318  -2.0285  -0.0252
O  3.4553  -3.9679  3.2192
C  2.5028  -2.9475  2.9289
C  3.1509  -1.6404  3.3289
H  1.0432  -8.6502  1.0504
H  1.6163  -8.1411  2.6405
H  0.2886  -7.2726  1.7751
H  3.2470  -7.3991  0.9207
H  2.0043  -6.5788  -0.0146
H  5.7239  -2.9231  1.7282
H  6.2764  -3.7634  0.2349
H  4.2249  -1.5310  0.5127
H  5.8889  -1.3761  -0.1917
H  4.6525  -2.2970  -1.0114
H  2.0968  -2.9191  1.9174
H  1.6231  -3.1805  3.5294
H  2.5420  -0.8104  2.9698
H  3.2406  -1.5649  4.4129
H  4.1898  -1.4713  3.0454
C  -0.1900  1.4833  5.2713
C  -1.0537  1.0989  6.4866
O  -1.9818  0.1155  6.0025
P  -3.3365  0.5996  5.3260
O  -4.1583  1.5547  6.1532
O  -4.1236  -0.8105  4.9863
C  -4.7599  -1.4945  6.0086
C  -3.8537  -2.5026  6.6799
O  -2.8697  1.1126  3.8917
C  -3.9143  1.3574  2.9175
C  -3.2782  1.3525  1.5335
H  -0.7507  1.9533  4.4638
H  0.5025  2.2646  5.5859
H  0.3063  0.5575  4.9812
H  -0.3631  0.5546  7.1304
H  -1.5276  1.9627  6.9523
H  -5.1674  -0.8220  6.7640
H  -5.6157  -2.0044  5.5659
H  -2.9147  -2.0998  7.0594
H  -4.3907  -2.9587  7.5117
H  -3.5737  -3.2769  5.9654
H  -4.6332  0.5375  2.9046
H  -4.5893  2.1964  3.0861
H  -2.5962  2.1988  1.4503
H  -2.7407  0.4316  1.3105
H  -3.9974  1.5833  0.7478
C  -1.2629  5.5511  -0.6716
C  -2.2131  4.3918  -1.1809
O  -3.1322  4.0280  -0.1444
P  -4.6099  4.7589  0.0741
O  -4.5778  6.2503  0.2558
O  -5.3340  4.1554  -1.2734
C  -5.2683  2.7196  -1.4234
C  -6.1188  2.2495  -2.5815
O  -5.3044  3.8967  1.2379
C  -6.7088  4.0384  1.4092
C  -6.8088  4.5829  2.8391
H  -0.6066  5.8889  -1.4742
H  -1.7816  6.4470  -0.3303
H  -0.6020  5.2986  0.1576
H  -2.6371  4.7587  -2.1162
H  -1.7383  3.4596  -1.4875
H  -4.2531  2.3582  -1.5861
H  -5.7478  2.2336  -0.5734
H  -5.7769  2.6388  -3.5406
H  -6.2101  1.1711  -2.7097
H  -7.1262  2.6065  -2.3666
H  -7.0994  4.7864  0.7189
H  -7.2654  3.1115  1.2709
H  -6.3556  3.8331  3.4874
H  -6.2029  5.4824  2.9484
H  -7.8217  4.8913  3.0979
C  0.4846  -5.7743  5.0688
N  -0.8837  -5.2229  5.2363
O  -1.2719  -4.9963  6.3663
O  -1.6219  -5.1769  4.2653
H  0.5802  -6.2072  4.0737
H  0.5603  -6.5518  5.8286
H  1.1993  -4.9773  5.2724
C  8.1660  0.1450  -3.2176
N  7.0672  0.1923  -2.2184
O  7.2597  0.6769  -1.0878
O  5.9826  -0.2348  -2.5389
H  8.5436  -0.8771  -3.2069
H  8.9043  0.9229  -3.0253
H  7.7523  0.4181  -4.1880
C  1.8885  -4.2283  -1.7725
N  1.2345  -3.7297  -3.0468
O  0.3081  -4.3824  -3.4773
O  1.7709  -2.7747  -3.5292
H  1.1351  -4.2222  -0.9856
H  2.7303  -3.5958  -1.4925
H  2.3579  -5.2033  -1.9026
C  1.2109  4.7059  -4.5817
N  2.4160  4.3880  -5.3653
O  2.7145  5.2062  -6.2061
O  3.0379  3.3526  -5.1100
H  0.5313  4.2349  -5.2924
H  1.0610  5.7677  -4.3908
H  1.1871  4.1617  -3.6379
C  -3.2889  3.7042  -5.6390
N  -4.0326  2.7152  -6.3868
O  -4.3848  1.6642  -5.8307
O  -4.2889  2.9780  -7.5600
H  -2.9437  4.5677  -6.2066
H  -2.5286  3.2377  -5.0132
H  -3.9916  4.1818  -4.9554
C  -0.2416  -0.8485  -5.7996
N  -0.1292  0.5984  -5.9237
O  0.7902  1.0976  -5.2535
O  -1.0070  1.1264  -6.5657
H  0.7294  -1.2392  -5.4960
H  -0.2695  -1.2621  -6.8079
H  -1.0871  -1.1479  -5.1816
C  4.4310  0.5103  -5.3641
N  5.8506  0.7004  -5.9682
O  6.3344  -0.1766  -6.6237
O  6.3450  1.7739  -5.6491
H  4.2200  -0.5533  -5.4722
H  3.7858  1.0855  -6.0276
H  4.3513  0.8208  -4.3231
C  5.3736  3.1623  -1.8591
N  4.4829  4.3196  -1.5585
O  3.3029  4.0714  -1.7494
O  5.0048  5.3637  -1.2345
H  4.8496  2.4582  -2.5042
H  5.7303  2.6605  -0.9598
H  6.2756  3.5209  -2.3547

The electronic energy is -197022.9486 eV. As for the molecular weight: 1581.3 u. The calculation puts the energy above the lowest of the compared OMol25 structures with the same formula, charge and spin at 335.15 kJ/mol.

---

Number 1: gap between HOMO and LUMO 9.0 eV. Number 2: gap between HOMO and LUMO 9.9 eV.